ORCA calculation (ωB97M-V with the def2-TZVPD basis set) on C17H18AuN3O4SSe as an isolated structure in a non-equilibrium geometry.

As for the highest occupied orbital energy (alpha / beta): -7.6 / -7.6 eV. The calculation puts the gap between HOMO and LUMO (alpha / beta) at 3.64 / 3.60 eV. The value obtained for the total energy is -4059.10637 a.u.

Geometry (Å):
Au  -0.997  -0.910  -2.094
O  -1.732  5.785  -3.824
C  -0.662  5.147  -4.013
O  0.449  5.436  -4.518
C  -0.736  3.665  -3.497
C  -1.790  3.266  -2.678
C  -1.845  1.975  -2.225
N  -0.906  1.068  -2.588
C  0.129  1.429  -3.387
C  0.241  2.724  -3.840
C  1.153  0.368  -3.740
O  2.278  0.690  -4.051
O  0.702  -0.877  -3.651
H  -2.557  3.985  -2.414
H  -2.635  1.626  -1.569
H  1.091  3.002  -4.447
C  -0.340  -0.038  6.014
C  -0.128  -0.151  4.531
C  0.605  0.810  3.835
C  0.813  0.727  2.471
C  1.624  1.804  1.787
C  0.275  -0.399  1.777
Se  0.741  -0.547  -0.018
C  -0.487  -1.384  2.466
C  -1.092  -2.592  1.809
C  -0.667  -1.228  3.827
H  0.127  0.860  6.418
H  0.081  -0.905  6.528
H  -1.407  -0.007  6.247
H  1.026  1.652  4.378
H  1.809  2.630  2.472
H  1.112  2.191  0.908
H  2.587  1.420  1.453
H  -1.067  -2.534  0.731
H  -2.132  -2.711  2.122
H  -0.550  -3.494  2.112
H  -1.244  -1.977  4.366
N  0.531  -5.066  -1.173
C  0.408  -3.854  -1.739
N  1.471  -3.257  -2.215
S  -1.212  -3.214  -1.772
H  1.414  -5.544  -1.135
H  -0.279  -5.513  -0.784
H  2.372  -3.698  -2.115
H  1.423  -2.357  -2.768

ORCA calculation (ωB97M-V with the def2-TZVPD basis set) on a 2-piece molecular cluster, C4H9N2 overall in a non-equilibrium geometry.

For the relative energy (zero: lowest compared OMol25 entry of this formula, charge and spin), the calculation gives 5.743 eV. As for the highest occupied orbital energy: -14.3 eV. The calculation puts the gap between HOMO and LUMO at 9.34 eV. The value obtained for the total energy is -266.88824 a.u. The net charge is +1.

Geometry (Å):
C  -0.119  -0.372  0.557
C  2.124  1.444  0.182
C  1.645  1.038  -1.143
C  -2.251  -1.564  0.360
N  0.734  1.336  -0.085
N  -1.302  -0.511  0.215
H  0.443  -1.304  0.773
H  2.353  0.676  0.948
H  2.489  2.479  0.398
H  1.554  1.750  -1.998
H  1.629  -0.043  -1.447
H  -3.042  -1.065  1.114
H  -1.807  -2.462  0.848
H  -2.749  -1.815  -0.652
H  -1.702  0.414  -0.069